Computed, not measured: C32H51N8RbS as an isolated structure in a non-equilibrium geometry, with ωB97M-V/def2-TZVPD.

Geometry as ORCA input:
```
! RIJCOSX wB97M-V def2-TZVPD def2/J DEFGRID3
* xyz 0 1
H 0.660 3.109 -4.357
N -0.632 2.866 1.301
H -4.332 -0.086 -1.361
C 6.670 3.481 0.401
H -1.332 -3.891 2.736
C -3.020 -1.899 0.604
C 5.752 2.458 0.646
H 4.391 1.616 2.078
S 2.993 -1.288 0.467
C 1.255 -5.372 -0.312
H 0.117 -4.651 -3.498
H -3.519 1.382 4.077
C -1.986 -1.309 2.711
H 2.975 -5.283 -2.368
H -1.903 0.502 -2.411
H -1.771 1.474 3.834
C 2.497 -4.315 -2.207
N 0.325 -2.233 -2.107
H 2.424 -3.818 -3.176
H -2.117 -4.323 1.227
C 3.625 0.209 -0.035
H 1.204 -2.816 -0.456
N 0.530 -3.229 -1.101
H -3.196 2.380 -1.711
H 0.484 -6.199 -2.744
H -4.676 1.800 0.732
C 1.117 -4.506 -1.562
H -1.111 1.832 -2.919
N 5.525 1.526 -0.359
C 5.091 2.416 1.874
C -2.167 -2.221 1.666
H -2.129 -3.290 -0.761
C -4.368 1.490 1.728
H -2.472 0.210 4.852
C 6.899 4.460 1.353
H -5.263 1.421 2.352
H 0.240 4.284 -0.044
N 4.941 0.322 -0.249
C 2.847 4.537 -1.516
H 3.136 -3.715 -1.555
H -5.562 0.224 -0.136
H 2.561 6.438 -2.453
C -1.493 -3.572 1.708
N -1.382 1.311 -2.092
H 6.401 5.197 3.309
H -1.253 3.966 -1.850
H 0.376 2.590 -0.506
H -1.417 -2.157 4.617
C 1.265 3.509 -3.552
C -3.102 -2.834 -0.582
C 1.771 2.660 -2.585
Rb 0.159 0.041 0.229
H -3.395 -2.301 -1.485
H 1.716 -6.328 -0.562
N 3.159 2.394 -0.548
H 4.814 3.356 3.769
H 3.466 4.921 -0.714
C 5.332 3.397 2.819
C -2.230 2.152 -1.241
H -0.323 -2.613 -2.784
H 0.193 2.949 1.887
N 2.796 1.179 -0.527
C -2.618 0.789 3.941
C 0.156 -5.178 -2.543
H 7.197 3.512 -0.547
H 6.188 1.566 -1.118
H -0.554 -0.677 4.198
C -1.538 3.472 -0.916
H 1.196 -2.033 -2.597
C 6.227 4.429 2.567
H -0.532 -3.556 1.191
H -0.139 -2.185 3.400
H 7.616 5.245 1.150
C -0.290 3.325 -0.054
C 2.573 3.168 -1.556
H -5.298 -1.409 -0.708
H -2.427 1.613 -0.310
C -0.968 -1.598 3.791
H 1.161 5.532 -4.277
H 1.881 -4.869 0.430
C -4.795 -0.478 -0.451
H -2.253 4.122 -0.403
H -3.736 2.281 2.129
H -3.833 -3.631 -0.412
C 1.545 4.871 -3.511
C -3.616 0.178 1.700
H 1.568 1.597 -2.612
H 0.275 -5.562 0.128
H -1.324 3.497 1.690
H -0.849 -5.213 -2.117
C -2.735 -0.128 2.744
C 2.339 5.379 -2.491
C -3.774 -0.721 0.639
*
```

The value obtained for the HOMO-LUMO gap is 6.22 eV. As for the relative energy (zero: lowest compared OMol25 entry of this formula, charge and spin): 34.4 kcal/mol. The calculation puts the molar mass at 665.35 g mol⁻¹. The LUMO energy is -0.2 eV.